81
Properties=species:S:1:pos:R:3:forces:R:3:lowdin_charge:R:1 method="wB97M-V/def2-TZVPD" s2=0.7822 molar_mass_g_mol=740.62 multiplicity=2 e_tot_ha=-3703.55772 relative_energy_kcal_mol=82.0 homo_energy_ev="-5.20 / -5.21" charge=-1
C 2.1925 4.1432 -0.3866 0.31 -0.10 -0.01 -0.049
H 6.7381 -1.1949 -1.1695 -0.03 -0.01 0.01 0.109
N -1.4172 0.8746 0.2212 0.25 0.70 -0.05 0.149
H -4.2228 0.3605 1.5668 -0.07 0.00 0.13 0.151
H -1.0631 -0.5687 1.9800 0.26 -0.09 -0.01 0.108
C 5.2971 -0.8277 -2.6949 -0.24 0.06 -0.23 -0.086
O 0.5140 -1.6307 0.5932 -0.31 -0.69 0.34 -0.078
H 6.2069 -1.0654 1.2777 -0.07 0.01 -0.03 0.116
C 0.3416 2.3463 -5.2608 -0.05 -0.04 0.06 -0.085
C 3.9512 -0.4802 -2.9816 0.29 -0.06 -0.10 -0.065
O 0.0022 -3.7958 0.8719 -0.03 0.33 0.07 0.050
C 5.1838 -0.7987 1.0276 0.27 -0.08 -0.11 -0.002
O -5.9164 -3.7617 -0.5040 1.87 0.59 -0.84 -0.025
Co 0.5847 0.2820 0.2326 -0.27 -0.57 0.00 0.553
C 0.5469 0.6317 -6.9234 -0.06 -0.02 0.10 -0.094
C 4.2749 -0.5340 1.9937 -0.19 0.01 0.28 0.019
C -0.0603 -0.2791 -6.0643 0.05 0.03 -0.09 -0.027
H -3.7362 -1.6379 -4.5853 0.05 -0.02 0.04 0.102
H 0.8697 0.3028 -7.9051 -0.02 0.01 0.06 0.098
H 3.6221 -0.3894 -4.0117 0.05 -0.01 0.06 0.104
H -0.6089 1.7592 -3.4140 0.00 -0.03 -0.08 0.100
N 0.8702 2.1523 -0.2222 0.51 0.19 0.05 0.075
C -2.3199 -4.1587 -3.3778 2.21 -0.20 -1.57 -0.023
C -0.2257 2.8647 -0.4783 -0.60 -0.40 0.02 -0.178
C -2.5446 2.6157 -1.1144 -1.75 0.66 -0.92 -0.032
H 3.1774 4.5919 -0.3451 -0.08 -0.05 0.02 0.110
H -5.5520 1.1217 -0.4131 0.00 -0.04 0.01 0.110
C -3.9737 -2.3766 -0.1107 -0.07 -0.01 -0.07 -0.101
C -3.8618 0.1832 0.5501 -0.03 -0.35 -0.42 -0.170
H -0.6735 -2.8583 -1.3462 0.02 0.17 -0.49 0.100
H -2.4438 -4.5129 -4.4026 0.21 -0.02 -0.09 0.074
C -3.9405 2.1805 -1.0813 0.57 0.66 -0.50 -0.070
C 5.7105 -0.9388 -1.4024 0.00 0.01 0.21 -0.045
H 1.1148 5.9652 -0.7286 -0.04 -0.04 -0.05 0.110
N -1.6453 -1.9663 -4.3601 0.06 -0.11 -0.41 -0.076
H -1.7616 -4.8977 -2.8051 0.08 -0.05 0.01 0.093
C -0.2847 1.4531 -4.4004 0.03 0.09 -0.03 -0.007
H -5.5059 -1.0098 -0.2690 0.12 -0.04 0.04 0.113
N -1.9204 -0.8787 1.5341 -0.08 -0.57 0.04 0.142
H -4.6264 2.7662 -1.6847 0.09 0.03 -0.01 0.100
C 2.0492 2.7878 -0.1864 0.11 -0.32 0.03 -0.063
O -4.2454 -3.6306 -2.0772 -3.27 1.10 3.00 -0.065
H -1.0792 4.7939 -0.7835 0.04 0.06 0.00 0.109
H 0.4969 3.3710 -4.9376 -0.01 -0.08 -0.02 0.099
C -4.4765 -1.1467 0.0613 0.12 -0.04 0.10 0.014
C 0.7554 1.9468 -6.5266 -0.04 -0.08 0.03 -0.110
H 4.5001 -0.5688 3.0512 -0.03 0.01 -0.07 0.117
H 2.0249 0.0030 -2.1820 0.14 -0.07 0.05 0.091
O -0.0639 -0.0897 -1.9387 0.52 0.35 -0.09 -0.032
H 5.9969 -1.0027 -3.5047 -0.07 0.02 0.03 0.099
C 4.8060 -0.7138 -0.3339 0.04 -0.04 -0.09 -0.151
H 1.2344 2.6522 -7.1957 -0.02 -0.04 0.03 0.094
N -1.0814 -0.7814 -3.8956 -0.05 0.56 0.20 0.048
H -0.1860 -1.3144 -6.3580 -0.03 0.05 0.02 0.112
H -2.9862 -2.7334 -5.7672 0.02 -0.03 0.05 0.086
C -4.8051 -3.3694 -0.9525 -1.46 -0.32 0.25 -0.580
C -0.3004 -2.6090 0.8575 0.65 0.23 -0.28 -0.591
N 2.5692 -0.1221 0.3807 0.08 0.21 -0.41 0.086
C 3.4710 -0.3775 -0.6238 -0.19 0.02 -0.08 -0.170
C 1.0590 4.8892 -0.6165 -0.45 0.15 -0.02 -0.055
H 2.9181 2.1794 0.0157 -0.06 -0.06 0.03 0.114
H -2.3317 -3.8057 -0.1343 -0.03 0.05 -0.02 0.131
H -2.3421 3.5041 -1.7041 -0.19 -0.01 0.07 0.104
O 2.3907 0.1527 3.8793 -0.41 0.16 -0.31 0.019
C -0.6029 -0.9958 -2.5831 -0.37 -0.10 0.00 -0.347
C -0.9179 -2.3450 -2.2667 0.46 0.31 0.36 0.082
C -0.4820 0.1312 -4.8014 -0.03 -0.25 0.25 -0.182
H -2.7032 -0.9972 -5.8811 0.10 0.06 -0.05 0.076
O 0.8213 0.6302 2.3026 0.53 -0.10 0.34 -0.061
C -1.6034 -2.8585 -3.3130 -0.60 -1.14 -0.57 -0.223
C -2.8444 -1.8227 -5.1909 0.01 -0.05 0.32 -0.002
H -3.3012 -4.0496 -2.8904 0.67 -0.26 -0.52 -0.039
C -2.6430 -2.8477 0.2619 -0.58 -0.06 -0.26 0.019
C -1.7353 -2.1823 0.9554 0.03 0.77 0.56 -0.139
C -0.1617 4.2395 -0.6559 -0.05 0.33 -0.06 -0.005
C 1.9541 0.2300 2.7296 -0.07 -0.06 0.05 -0.584
C 3.0591 -0.2601 -1.9750 -0.21 0.08 0.18 0.008
C 2.9532 -0.1814 1.6264 0.14 0.06 0.27 -0.142
C -1.5184 2.1091 -0.4847 1.59 -0.94 1.04 -0.181
C -4.4736 1.2248 -0.3499 -0.27 -0.55 0.45 -0.053
C -2.3551 0.1310 0.6919 -0.08 0.13 -0.32 -0.206



80
Properties=species:S:1:pos:R:3:forces:R:3:lowdin_charge:R:1 method="wB97M-V/def2-TZVPD" molar_mass_g_mol=740.66 e_tot_ha=-2177.46710 homo_energy_ev="-9.86 / -9.72" charge=+1
C 2.9616 1.1037 1.4563 0.01 0.00 0.02 -0.103
C -1.2152 -3.2590 -3.5218 0.01 -0.01 -0.02 -0.022
C 0.1612 -3.2318 -3.3587 0.02 0.01 0.01 -0.027
C -0.0607 1.2396 3.1418 -0.09 0.02 -0.03 -0.090
C -0.8487 -2.5579 4.2587 0.01 0.03 -0.06 -0.009
C -0.6656 -2.1128 2.9519 -0.27 0.00 0.03 -0.214
N -1.4802 1.5081 1.5515 0.00 0.13 0.12 -0.033
C 2.6828 -0.8559 2.6506 0.17 0.11 0.01 -0.203
H -0.0012 -2.8370 4.8637 0.02 0.00 0.00 0.101
H -3.0864 -2.7737 -2.5336 0.00 0.00 0.00 0.130
C 0.6819 1.5254 -1.7203 0.08 0.16 -0.14 -0.217
H 3.6301 3.5121 -5.0407 0.00 0.00 0.00 0.080
H -2.2769 -2.9974 5.7836 0.01 0.00 -0.01 0.106
C -3.5598 0.9227 -2.0193 0.00 -0.01 -0.01 -0.016
H -4.0995 0.7746 -2.9465 0.01 0.00 0.00 0.122
H 2.2662 4.6284 -5.1110 0.00 0.00 0.00 0.084
H 4.9039 -2.3193 -1.8188 -0.01 0.00 0.02 0.114
O -3.4164 -2.1003 -0.1708 0.01 0.01 0.01 0.097
C 3.8786 -0.6686 3.3245 -0.09 -0.04 -0.06 0.032
H 5.5613 0.6413 3.5534 0.00 0.01 -0.01 0.121
C 3.5983 -0.6762 -2.4796 -0.01 0.00 0.07 -0.030
C 1.9191 1.1342 -2.2465 -0.11 0.19 -0.05 -0.114
C 1.7276 -1.9659 3.0057 0.04 -0.05 0.04 -0.467
H 4.7046 2.2672 1.8613 -0.01 -0.01 0.00 0.117
C -4.2702 1.1557 -0.8448 0.01 0.01 0.01 -0.257
C 0.9056 3.5887 -3.0039 -0.02 -0.02 0.04 -0.021
H 2.5537 1.7709 0.7059 0.00 0.01 0.01 0.120
O 2.0246 -2.7592 3.8746 -0.03 0.02 -0.01 0.097
H -4.2326 -2.3911 4.4090 0.01 0.00 -0.01 0.105
H -0.7323 3.1371 -1.7290 0.00 -0.01 0.01 0.121
H -0.9796 2.7183 4.5203 0.01 -0.01 0.00 0.110
C -2.1366 -2.6520 4.7675 0.05 -0.04 0.07 -0.081
H -6.1431 0.2083 -0.4254 0.01 0.00 0.00 0.092
C -1.3939 -2.2465 -1.3738 0.04 -0.15 -0.20 -0.187
C -5.7707 1.1537 -0.8246 -0.05 0.02 0.00 -0.032
C 2.6319 1.9671 -3.1102 -0.04 0.03 0.01 0.019
C -3.0706 -1.8877 2.6846 0.08 -0.02 -0.01 -0.014
C -3.5488 1.3340 0.3258 0.05 0.00 0.01 0.032
H 3.6087 1.6650 -3.4624 0.00 0.00 0.01 0.110
C 4.6269 0.4603 3.0391 0.03 -0.01 0.02 -0.018
C -2.0060 -2.7597 -2.5052 0.01 0.05 0.10 0.022
C -0.9698 2.2006 3.5781 0.00 0.00 0.02 -0.010
H -6.1611 1.9568 -0.1991 0.00 -0.01 0.00 0.085
H 0.4908 4.5495 -3.2838 0.01 0.00 0.00 0.123
C 4.1565 1.3660 2.0970 0.02 0.02 -0.04 -0.023
C 0.6931 -2.6781 -2.2092 -0.01 0.03 -0.09 -0.102
H 3.4946 4.8197 -3.8673 0.00 0.00 -0.01 0.090
C 4.0645 -1.6689 -1.6470 -0.01 -0.01 0.01 -0.019
C 3.1954 -1.6531 -0.5573 -0.03 0.03 -0.20 -0.128
C -1.4491 0.9940 -0.8347 -0.08 0.05 -0.08 -0.276
C -1.7844 -1.7938 2.1650 0.01 -0.10 0.20 -0.219
H -4.0737 1.4782 1.2625 0.00 0.00 0.00 0.130
H 0.8285 -3.6367 -4.1065 -0.01 0.00 -0.01 0.115
C -1.8567 2.3466 2.5363 0.04 -0.07 -0.04 -0.019
H -3.9184 -1.6408 2.0663 -0.01 0.00 -0.02 0.102
C 2.9253 4.0823 -4.4370 0.02 0.03 -0.01 -0.040
N 0.5595 -1.8313 2.3167 0.29 0.15 -0.14 -0.043
C -2.2219 -1.8809 -0.1785 -0.07 0.13 0.07 -0.460
H 0.7857 0.8218 3.6569 0.00 0.01 0.02 0.118
H 4.1742 -1.4031 4.0604 -0.01 0.00 0.00 0.131
N -1.4489 -1.4308 0.8476 0.31 -0.06 -0.09 -0.053
H 3.1628 -2.2901 0.3114 0.03 -0.03 0.00 0.126
N 2.5211 -0.1078 -1.8954 0.09 -0.10 0.00 -0.036
N -0.0526 0.7541 -0.8167 0.07 0.09 -0.04 -0.109
H 3.9596 -0.3421 -3.4350 0.00 0.00 0.01 0.130
H 1.7628 -2.6488 -2.0787 -0.02 -0.02 0.02 0.083
C -2.1604 1.2804 0.3272 -0.10 -0.03 -0.12 -0.140
C -2.1815 0.8302 -2.0115 0.03 0.00 0.05 -0.020
Mo 0.4727 -0.6418 0.5591 -0.21 -0.45 0.14 1.729
N -0.0637 -2.1835 -1.2249 -0.13 0.25 0.19 0.054
C -3.2357 -2.3154 3.9950 -0.06 0.02 -0.04 -0.080
H -1.6595 -3.6783 -4.4146 0.00 0.00 0.00 0.120
H -2.7109 2.9888 2.4117 0.00 0.00 0.01 0.136
N -0.3693 0.8320 1.9121 0.09 -0.14 -0.16 -0.053
C 0.2121 2.7893 -2.1239 0.07 -0.04 0.00 -0.002
H -1.6421 0.6112 -2.9256 0.00 0.00 0.00 0.132
C 2.1384 3.1915 -3.5187 0.02 -0.02 0.00 -0.266
H -6.1770 1.2755 -1.8274 0.00 0.00 0.01 0.081
N 2.2591 -0.7173 -0.7248 0.00 -0.27 0.38 -0.102
N 2.2462 0.0093 1.7320 -0.27 0.12 -0.05 -0.062



82
Properties=species:S:1:pos:R:3:forces:R:3:lowdin_charge:R:1 method="wB97M-V/def2-TZVPD" molar_mass_g_mol=1030.56 e_tot_ha=-7625.14465 relative_energy_kcal_mol=23.7 homo_energy_ev=-10.39 charge=+1
C -6.1671 -0.6163 -2.9256 -0.09 0.02 -0.02 -0.066
N 5.0857 -6.5624 0.6869 0.02 0.06 0.03 0.145
N 0.1343 -2.3218 -1.3070 0.19 -0.09 -0.02 -0.037
H -4.2916 4.9313 0.8089 -0.01 -0.01 0.00 0.111
H -7.0435 -0.0217 -3.1478 0.01 0.01 0.01 0.110
P 0.5130 1.4934 -0.6492 0.09 -0.08 0.11 0.674
H 6.0965 -1.4118 2.6769 0.10 0.01 -0.01 0.122
Se 2.6380 1.5242 -1.0339 0.11 0.15 -0.09 0.340
H 0.4832 -3.0407 3.3446 0.02 -0.05 -0.05 0.125
H -1.5085 2.3484 -5.0321 -0.03 0.02 0.02 0.115
C 1.3570 -2.4650 3.0761 -0.04 0.01 0.06 -0.011
N 2.6076 -1.3605 1.3703 -0.13 0.06 0.07 -0.053
H 6.7915 -0.0039 1.8652 0.03 -0.02 0.09 0.127
C 3.0597 -5.9199 -0.7608 0.12 -0.38 -0.06 -0.254
N -1.1180 -2.1024 -1.1585 -0.46 -0.12 -0.10 0.009
H -4.3368 4.1122 -1.5230 0.01 0.04 -0.02 0.111
C -3.7417 2.1279 -1.0071 0.30 0.18 -0.03 -0.112
N 1.6910 -7.5664 -2.1828 0.00 0.02 0.03 0.158
C -4.1858 -0.9939 -1.6156 0.20 -0.07 0.12 -0.334
H 1.5867 3.6617 0.8941 0.05 0.00 0.06 0.086
C -1.1528 2.7912 -4.1112 0.00 0.00 0.01 -0.057
H -5.5464 0.6509 -1.3175 -0.09 -0.13 -0.08 0.100
H -6.5546 -2.0380 -4.4803 -0.02 -0.03 0.03 0.110
C 3.3576 -1.2907 3.6122 -0.04 0.08 0.03 0.006
C 0.9899 3.0592 1.5676 -0.10 0.06 0.01 -0.114
C -4.0459 3.8994 0.5926 0.00 0.02 0.04 -0.061
C -0.2323 2.5436 -1.9089 -0.11 -0.10 0.31 -0.369
C -5.9019 -1.7597 -3.6633 0.00 -0.01 -0.03 -0.068
H 7.1300 -2.0132 0.4920 -0.07 -0.07 -0.06 0.133
C 5.9895 -0.7421 1.8199 -0.31 -0.13 -0.21 -0.148
C 3.4884 -0.9078 2.2822 0.00 -0.09 0.15 -0.264
C 6.1639 -1.5063 0.5128 0.26 0.24 0.15 -0.231
C -3.4515 1.6992 1.3403 -0.01 0.05 0.04 -0.130
C -1.3475 -0.7901 -0.8674 0.60 0.14 -0.06 -0.373
H -4.6204 -3.4696 -3.8853 -0.01 0.00 -0.01 0.111
H 6.1472 -0.7974 -0.3202 0.05 -0.02 -0.01 0.118
C 2.7748 -4.6014 -0.7353 -0.12 0.48 0.14 -0.144
C 1.5495 -2.0959 1.7656 0.02 0.03 0.10 -0.118
C 4.1729 -6.3199 0.0273 0.08 0.02 0.02 -0.223
C -0.0896 -0.1765 -0.8553 -0.47 -0.28 0.05 -0.418
C 2.3075 -2.0938 4.0156 -0.01 0.05 -0.12 -0.006
C -4.0642 3.4437 -0.7180 0.07 0.03 -0.12 -0.065
C -0.6961 1.9731 -3.0899 -0.06 -0.07 -0.01 -0.083
C -0.4887 1.4657 3.2974 0.00 -0.03 0.06 -0.060
Se -3.2025 -1.6854 1.4833 0.01 -0.03 0.16 0.332
Bi 3.0030 -1.3535 -0.9125 0.40 0.73 -0.09 1.631
H 0.8573 -2.4206 1.0049 -0.03 -0.02 -0.08 0.090
C -5.3187 -0.2324 -1.8993 -0.04 -0.09 0.05 -0.094
C -0.6530 4.7346 -2.7807 0.00 0.10 0.01 -0.058
C 0.2266 2.5484 3.7862 -0.05 -0.05 0.01 -0.055
H 4.4415 0.4887 0.9505 -0.13 0.14 0.00 0.039
C -0.1911 3.9264 -1.7568 -0.02 -0.04 0.05 -0.077
H 2.2254 -2.4204 5.0434 -0.02 0.06 0.02 0.126
H -0.7000 0.8982 -3.2197 -0.02 -0.01 0.01 0.109
H 4.7011 0.7586 2.6675 -0.05 0.08 -0.09 0.131
C -1.1413 4.1696 -3.9514 -0.04 -0.01 0.00 -0.055
N 0.8048 -1.1897 -1.1137 -0.39 0.50 -0.16 -0.288
H -1.5128 4.8083 -4.7420 0.04 -0.01 -0.01 0.114
C 4.6327 -0.0120 1.8989 0.32 -0.29 -0.06 -0.143
H -3.2794 0.9965 2.1455 0.02 -0.01 -0.04 0.046
C -3.4126 1.2496 0.0233 0.17 -0.21 0.15 -0.349
C -3.7412 3.0243 1.6240 -0.03 0.02 -0.01 -0.059
H -0.6240 5.8106 -2.6704 -0.02 -0.01 0.01 0.114
H 0.2227 2.7619 4.8471 -0.03 0.04 -0.01 0.113
H 5.1877 -3.2171 0.7863 -0.02 -0.12 -0.01 0.111
C 2.3024 -6.8351 -1.5389 -0.07 -0.02 -0.09 -0.212
H -3.1359 -2.8194 -2.0379 0.12 -0.04 -0.02 0.085
H -3.7508 3.3621 2.6522 -0.02 0.01 -0.01 0.112
H -3.7797 1.7828 -2.0291 0.15 0.05 -0.10 0.105
H 4.0870 -0.9383 4.3294 0.02 0.00 -0.02 0.131
P -3.0702 -0.5193 -0.2558 -0.30 0.13 -0.20 0.542
O 5.1033 -2.4273 0.2381 0.11 0.07 0.10 -0.219
C -3.9611 -2.1837 -2.3113 -0.09 0.09 -0.04 -0.083
C -4.8109 -2.5539 -3.3417 0.03 0.02 0.05 -0.063
H -1.0743 0.8459 3.9647 0.03 -0.02 0.01 0.118
H -1.0133 0.3051 1.5795 0.03 -0.04 0.09 0.041
H 0.2108 4.3678 -0.8532 -0.09 0.03 0.00 0.102
C 0.2730 1.9658 1.0782 0.04 0.02 -0.21 -0.340
H 1.5088 4.2040 3.2949 0.00 -0.02 0.02 0.113
N 2.5618 -3.4545 -0.5994 -0.27 -1.12 0.06 -0.060
C 0.9568 3.3526 2.9193 0.03 0.07 -0.07 -0.061
C -0.4647 1.1652 1.9438 0.08 0.01 -0.13 -0.104